ORCA calculation (ωB97M-V/def2-TZVPD) on the molecule C4H7NO in a non-equilibrium geometry.

Geometry (Å):
N: -0.369 -0.464 2.217
C: -0.172 -0.213 0.868
O: -0.520 -1.199 -0.006
C: 0.364 0.864 0.290
C: 0.286 0.755 -1.203
C: 0.095 -0.756 -1.311
H: -0.476 0.378 2.768
H: -1.085 -1.146 2.414
H: 0.786 1.701 0.811
H: -0.556 1.309 -1.648
H: 1.200 1.119 -1.688
H: 1.071 -1.252 -1.461
H: -0.623 -1.096 -2.051

Frontier orbital gap, eV: 8.726
Relative energy (zero: lowest compared OMol25 entry of this formula, charge and spin), kJ/mol: 129.8
SMILES: NC1=CCCO1

Taken from the Löwdin analysis, the atomic charges in e are:
1 N 0.128
2 C -0.449
3 O -0.035
4 C -0.081
5 C -0.181
6 C -0.116
7 H 0.097
8 H 0.092
9 H 0.094
10 H 0.107
11 H 0.108
12 H 0.125
13 H 0.112